Entry 1:
89
Properties=species:S:1:pos:R:3:mulliken_charge:R:1 method="wB97M-V/def2-TZVPD" homo_energy_ha=-0.0341 charge=-2 e_lumo_ev=3.428 orbital_gap_ev=4.4
Sn 0.772 1.099 1.638 2.33
Br 3.613 3.292 3.728 -0.13
C 1.848 3.990 3.657 0.10
C 1.348 4.679 4.749 -0.55
C 0.076 5.208 4.632 -0.25
C -0.623 5.054 3.447 -0.82
C -0.039 4.321 2.426 0.94
N 1.182 3.785 2.541 -0.27
C -0.821 4.033 1.145 -0.32
O -1.729 4.810 0.860 -0.78
O -0.487 2.985 0.520 -0.23
H 1.928 4.762 5.656 0.42
H -0.361 5.746 5.465 0.39
H -1.607 5.468 3.285 0.46
Se 3.353 0.019 1.804 -0.48
Se 5.445 -0.872 2.044 -0.67
Te 3.106 -3.395 -0.163 -0.59
Se 1.799 -1.257 0.267 -0.61
C -4.402 -1.298 -2.061 -0.94
O -2.980 -1.402 -2.076 0.14
C -2.290 -0.249 -2.176 -0.03
O -2.788 0.835 -2.004 -0.62
C -0.842 -0.465 -2.517 0.18
C -0.465 -1.544 -3.193 -0.02
As 1.361 -2.049 -3.726 0.95
C 0.990 -1.972 -5.664 -1.36
C 2.287 -0.329 -3.596 0.95
C 1.962 0.695 -2.813 0.01
As 0.245 1.060 -1.884 1.56
C -0.430 2.346 -3.246 -1.42
C 2.898 1.859 -2.508 -0.19
O 2.484 2.990 -2.605 -0.64
O 4.136 1.654 -2.070 -0.42
C 4.670 0.361 -1.719 -0.41
C 3.607 -0.365 -4.296 -0.40
O 4.123 0.563 -4.867 -0.60
O 4.126 -1.609 -4.279 -0.27
C 5.462 -1.743 -4.758 -0.83
C -1.438 -2.578 -3.710 0.11
O -2.112 -2.409 -4.695 -0.65
O -1.440 -3.768 -3.090 -0.39
C -0.722 -3.915 -1.838 -0.47
H -4.770 -2.042 -1.361 0.20
H -4.771 -1.510 -3.065 0.25
H -4.711 -0.303 -1.749 0.36
H 0.328 -2.795 -5.930 0.47
H 1.937 -2.093 -6.192 0.40
H 0.522 -1.031 -5.950 0.36
H -0.626 1.842 -4.192 0.40
H 0.329 3.112 -3.373 0.48
H -1.347 2.781 -2.857 0.34
H 5.278 0.505 -0.830 0.29
H 5.295 0.012 -2.541 0.09
H 3.891 -0.362 -1.489 0.32
H 5.589 -2.794 -5.004 0.25
H 6.158 -1.469 -3.966 0.29
H 5.626 -1.114 -5.631 0.36
H -1.161 -4.788 -1.360 0.33
H -0.850 -3.042 -1.200 0.25
H 0.341 -4.082 -2.006 0.30
C -3.967 -4.121 0.474 -1.16
C -2.851 -3.547 1.345 -0.77
C -2.644 -2.075 1.175 0.53
N -1.528 -1.563 0.821 -0.56
N -1.526 -0.189 0.809 0.48
C -2.684 0.314 1.131 0.00
N -2.911 1.648 1.178 -0.16
S -3.871 -0.881 1.523 -0.49
H -4.005 -5.206 0.568 0.40
H -3.794 -3.878 -0.575 0.16
H -4.943 -3.726 0.764 0.38
H -1.895 -4.014 1.108 0.34
H -3.057 -3.746 2.400 0.41
H -2.215 2.216 0.686 0.02
H -3.861 1.970 1.130 0.26
C -1.966 0.902 4.977 -1.71
C -0.476 0.632 4.751 1.16
O 0.016 1.294 3.683 -0.16
C 0.302 1.097 6.010 0.37
F -0.039 0.428 7.134 -0.30
F 1.619 0.990 5.873 -0.21
F 0.026 2.393 6.259 -0.24
C -0.289 -0.904 4.584 0.09
F 0.965 -1.245 4.329 -0.30
F -1.044 -1.331 3.553 -0.11
F -0.698 -1.612 5.659 -0.33
H -2.108 1.980 5.025 0.40
H -2.338 0.438 5.891 0.38
H -2.519 0.513 4.124 0.21

=====

Entry 2:
75
Properties=species:S:1:pos:R:3:mulliken_charge:R:1 method="wB97M-V/def2-TZVPD" homo_energy_ha=-0.2845 charge=0 e_lumo_ev=-0.482 orbital_gap_ev=7.3
Sn -0.754 0.234 -0.014 0.99
S -6.601 -5.795 -0.416 0.13
N -6.705 -4.187 -0.298 -0.68
C -5.465 -3.729 -0.290 1.00
C -5.087 -2.332 -0.200 0.46
C -6.033 -1.309 -0.124 -0.57
C -5.592 -0.011 -0.045 -1.17
C -4.218 0.229 -0.046 -0.26
N -3.310 -0.732 -0.123 0.31
C -3.725 -2.007 -0.199 -0.66
C -2.702 -3.073 -0.290 -0.52
N -1.421 -2.697 -0.277 0.29
C -0.482 -3.620 -0.367 -0.15
C -0.758 -4.984 -0.476 -0.86
C -2.072 -5.388 -0.485 -0.59
C -3.074 -4.420 -0.387 0.28
C -4.485 -4.749 -0.384 1.03
N -4.995 -5.965 -0.461 -0.69
H -7.086 -1.559 -0.129 0.53
H -6.281 0.820 0.015 0.49
H -3.814 1.233 0.024 0.37
H 0.544 -3.263 -0.344 0.25
H 0.052 -5.696 -0.550 0.45
H -2.348 -6.431 -0.566 0.51
O -1.510 0.923 2.640 -0.49
C -0.524 1.182 3.609 -0.83
C 0.693 1.916 3.091 0.61
C 1.443 2.706 3.960 -0.88
C 2.547 3.380 3.473 -0.43
C 2.864 3.256 2.128 -1.00
C 2.060 2.449 1.342 -0.10
N 1.004 1.785 1.806 0.64
H -1.682 1.708 2.084 0.22
H -0.215 0.209 3.998 0.28
H -0.937 1.751 4.451 0.35
H 1.148 2.796 4.998 0.46
H 3.142 4.005 4.126 0.39
H 3.706 3.776 1.693 0.48
H 2.269 2.329 0.284 0.08
Cl 3.097 -0.996 -3.657 -0.17
C 1.991 -0.111 -2.610 1.95
Cl 2.560 1.588 -2.446 -0.23
C 0.510 -0.107 -3.091 -0.16
O 0.217 -0.500 -4.197 -0.64
O -0.276 0.266 -2.144 -0.43
H 2.050 -0.548 -1.612 -1.12
S 2.678 -1.606 0.733 -0.40
C 4.200 -1.300 0.077 0.25
N 4.491 -0.118 -0.484 0.32
C 5.684 0.143 -1.275 -0.49
C 6.838 -0.667 -0.710 -0.68
C 6.426 -2.126 -0.632 -0.59
N 5.171 -2.232 0.096 -0.15
H 3.718 0.523 -0.557 -0.28
H 5.896 1.211 -1.227 0.37
H 5.501 -0.112 -2.324 0.26
H 7.083 -0.302 0.289 0.31
H 7.721 -0.557 -1.338 0.36
H 7.177 -2.719 -0.110 0.37
H 6.315 -2.540 -1.640 0.27
H 4.890 -3.113 0.492 0.23
C -0.557 3.327 -1.486 -1.56
C -1.699 3.288 -0.477 2.08
C -3.019 3.592 -1.175 -2.05
C -1.451 4.303 0.636 -1.77
O -1.795 2.000 0.127 -0.01
H -0.477 4.306 -1.964 0.49
H -0.701 2.574 -2.261 0.30
H 0.392 3.118 -0.987 0.13
H -3.002 4.583 -1.636 0.43
H -3.844 3.569 -0.458 0.43
H -3.213 2.856 -1.958 0.38
H -1.405 5.322 0.245 0.44
H -0.507 4.086 1.142 0.21
H -2.258 4.258 1.371 0.41

=====

Entry 3:
77
Properties=species:S:1:pos:R:3:mulliken_charge:R:1 method="wB97M-V/def2-TZVPD" homo_energy_ha="-0.2557 / -0.2557" multiplicity=2 charge=0 s_squared=0.756 e_lumo_ev="-1.116 / -1.793" orbital_gap_ev="5.8 / 5.2"
Re -0.512 -0.411 1.724 1.10
C -2.394 5.671 -0.843 -1.10
Si -1.697 4.115 -1.610 0.15
C -3.096 2.989 -2.107 -0.96
C -0.665 4.527 -3.107 -1.08
C -0.497 3.382 -0.327 0.48
C 0.580 4.188 0.031 -0.24
C 1.540 3.748 0.931 -1.68
C 1.422 2.482 1.458 -0.16
N 0.405 1.665 1.143 -0.26
C -0.531 2.124 0.285 0.61
S -1.775 0.921 0.090 -0.69
H -2.997 6.219 -1.572 0.34
H -1.606 6.343 -0.494 0.35
H -3.033 5.432 0.010 0.30
H -3.710 3.533 -2.832 0.36
H -3.732 2.709 -1.266 0.28
H -2.741 2.076 -2.588 0.29
H -1.269 5.044 -3.858 0.34
H -0.266 3.620 -3.568 0.35
H 0.181 5.174 -2.862 0.35
H 0.679 5.179 -0.400 0.35
H 2.383 4.367 1.206 0.41
H 2.164 2.090 2.133 0.42
C -0.242 2.006 4.504 -1.03
C -1.530 1.313 4.216 0.52
N -1.748 0.440 3.262 0.67
C -3.051 -0.032 3.285 -0.54
C -3.821 0.495 4.260 -0.40
S -2.908 1.602 5.182 -0.23
C -3.418 -0.993 2.252 -0.51
C -4.618 -1.565 2.008 -0.27
S -4.517 -2.555 0.620 -0.23
C -2.871 -2.171 0.414 0.05
N -2.427 -1.360 1.350 1.15
C -2.088 -2.690 -0.740 -0.80
H 0.495 1.764 3.747 -0.03
H 0.145 1.700 5.477 0.36
H -0.388 3.086 4.521 0.43
H -4.856 0.290 4.477 0.47
H -5.538 -1.449 2.558 0.47
H -2.295 -3.748 -0.899 0.49
H -1.029 -2.565 -0.559 -0.21
H -2.362 -2.146 -1.647 0.38
C -0.766 -4.655 2.661 -0.90
O -0.502 -3.406 2.000 -0.16
C -0.712 -2.289 2.745 1.00
O -1.055 -2.387 3.903 -0.62
H -0.706 -5.415 1.887 0.25
H -1.752 -4.645 3.121 0.31
H -0.021 -4.844 3.433 0.30
O 2.505 -0.899 -6.406 -0.66
S 3.641 -1.765 -6.653 1.19
O 4.846 -1.081 -7.074 -0.68
O 3.333 -2.984 -7.374 -0.68
C 4.091 -2.387 -4.999 0.05
N 5.196 -3.139 -4.889 -0.48
C 5.517 -3.560 -3.680 -0.30
C 4.764 -3.264 -2.545 -0.69
C 3.634 -2.502 -2.772 0.25
N 3.301 -2.065 -3.981 -0.35
C 2.693 -2.079 -1.702 1.39
C 1.817 -1.030 -1.961 -0.98
C 0.917 -0.645 -1.000 -0.52
N 0.805 -1.245 0.206 0.39
C 1.663 -2.251 0.453 -0.31
C 2.603 -2.686 -0.457 -1.31
H 6.419 -4.160 -3.598 0.41
H 5.062 -3.603 -1.562 0.34
H 1.837 -0.549 -2.931 0.69
H 0.224 0.155 -1.195 0.61
H 1.577 -2.738 1.408 0.40
H 3.240 -3.517 -0.188 0.35
Cl 2.742 -0.071 2.729 -0.21
C 1.117 -0.750 3.138 -1.60
H 0.847 -0.358 4.115 0.80
H 1.356 -1.792 3.303 0.66

=====

no.,DFT total energy (Ha)
1,-17861.9695
2,-3701.0254
3,-4211.0793